The following is a quantum chemistry calculation of FH10O5Sn as an isolated structure in a non-equilibrium geometry, from the Open Molecules 2025 dataset.

Structure (XYZ):
```
17
Properties=species:S:1:pos:R:3:lowdin_charge:R:1
Sn -1.795 1.884 -1.052 1.774
F 0.012 0.433 0.034 -0.537
O -1.504 -1.428 0.463 -0.090
H -1.498 -1.996 1.251 0.069
H -0.771 -0.779 0.415 -0.076
O 1.785 -1.316 0.410 -0.043
H 1.130 -0.608 0.242 -0.045
H 1.283 -2.046 0.738 0.020
O 2.315 1.725 -0.706 -0.042
H 2.449 1.933 0.234 0.059
H 1.509 1.234 -0.653 -0.060
O -1.508 -0.348 -2.585 -0.135
H -0.758 -0.940 -2.403 0.092
H -1.800 -0.404 -3.507 0.087
O -0.455 0.606 2.568 -0.042
H -0.300 0.658 1.609 -0.051
H -0.096 1.389 2.941 0.022
```

Computed properties:
LUMO (eV): -8.2
Orbital gap (eV): 5.29
Net charge: +1
Multiplicity: 1
Energy relative to the best compared isomer or geometry (same formula, charge and spin) (kJ/mol): 0.0